{
  "formula": "C60H165AsF6N15O15Sr",
  "method": "ωB97M-V/def2-TZVPD",
  "homo_ev": -9.3,
  "charge": 1,
  "homo_lumo_gap_ha": 0.204,
  "largest_force_ev_per_a": 2.81,
  "elements": ["Sr", "As", "F", "F", "F", "F", "F", "F", "C", "C", "C", "O", "C", "N", "H", "H", "H", "H", "H", "H", "H", "H", "H", "H", "H", "C", "C", "C", "O", "C", "N", "H", "H", "H", "H", "H", "H", "H", "H", "H", "H", "H", "C", "C", "C", "O", "C", "N", "H", "H", "H", "H", "H", "H", "H", "H", "H", "H", "H", "C", "C", "C", "O", "C", "N", "H", "H", "H", "H", "H", "H", "H", "H", "H", "H", "H", "C", "C", "C", "O", "C", "N", "H", "H", "H", "H", "H", "H", "H", "H", "H", "H", "H", "C", "C", "C", "O", "C", "N", "H", "H", "H", "H", "H", "H", "H", "H", "H", "H", "H", "C", "C", "C", "O", "C", "N", "H", "H", "H", "H", "H", "H", "H", "H", "H", "H", "H", "C", "C", "C", "O", "C", "N", "H", "H", "H", "H", "H", "H", "H", "H", "H", "H", "H", "C", "C", "C", "O", "C", "N", "H", "H", "H", "H", "H", "H", "H", "H", "H", "H", "H", "C", "C", "C", "O", "C", "N", "H", "H", "H", "H", "H", "H", "H", "H", "H", "H", "H", "C", "C", "C", "O", "C", "N", "H", "H", "H", "H", "H", "H", "H", "H", "H", "H", "H", "C", "C", "C", "O", "C", "N", "H", "H", "H", "H", "H", "H", "H", "H", "H", "H", "H", "C", "C", "C", "O", "C", "N", "H", "H", "H", "H", "H", "H", "H", "H", "H", "H", "H", "C", "C", "C", "O", "C", "N", "H", "H", "H", "H", "H", "H", "H", "H", "H", "H", "H", "C", "C", "C", "O", "C", "N", "H", "H", "H", "H", "H", "H", "H", "H", "H", "H", "H"],
  "positions_angstrom": [[5.0313, 0.8618, 3.3686], [0.5186, -0.1112, -0.5095], [1.0546, 1.5304, -0.0750], [-1.1684, 0.3820, -0.9927], [-0.0313, -1.8151, -0.9420], [2.1608, -0.7037, -0.1536], [0.0315, -0.4314, 1.2414], [1.1518, 0.1573, -2.1918], [-4.5568, -4.5886, -2.9150], [-3.3100, -5.4979, -3.0557], [-3.5683, -7.0034, -2.8865], [-4.0899, -7.3418, -1.5482], [-3.0724, -7.4290, -0.5522], [-2.8233, -5.2214, -4.4135], [-5.1957, -4.7037, -2.0394], [-5.2410, -4.7666, -3.7446], [-4.2292, -3.5490, -2.9234], [-2.5225, -5.1775, -2.3736], [-2.6345, -7.5187, -3.1116], [-4.2411, -7.4275, -3.6318], [-2.1217, -7.8412, -0.8906], [-3.4795, -7.9486, 0.3152], [-2.7609, -6.4852, -0.1047], [-2.5219, -4.2620, -4.3202], [-2.0162, -5.7550, -4.7031], [3.3896, 4.4220, 6.3314], [3.4035, 3.7053, 4.9951], [3.1272, 4.6717, 3.8313], [2.9173, 3.9385, 2.6051], [2.4997, 4.7513, 1.4791], [4.7175, 3.0689, 4.8829], [3.6954, 3.8464, 7.2050], [2.3399, 4.6753, 6.4802], [3.9711, 5.3294, 6.4946], [2.7031, 2.8701, 4.9979], [3.9937, 5.3249, 3.7285], [2.2282, 5.2784, 3.9405], [1.5015, 5.1844, 1.5424], [2.4891, 4.2116, 0.5321], [3.2717, 5.4950, 1.2813], [5.3118, 3.8843, 4.8392], [4.9807, 2.5716, 5.7217], [0.2379, 6.9025, 7.3968], [0.4746, 7.7812, 6.2062], [-0.5197, 7.5208, 5.0275], [-0.2844, 6.3074, 4.3821], [-1.0079, 6.0742, 3.2134], [0.4411, 9.1131, 6.7032], [1.0696, 6.9696, 8.0981], [0.1059, 5.8520, 7.1378], [-0.6535, 7.1234, 7.9839], [1.4658, 7.6045, 5.7885], [-0.4862, 8.3187, 4.2857], [-1.5367, 7.6018, 5.4112], [-0.8386, 6.7984, 2.4164], [-2.0811, 5.9927, 3.3860], [-0.6082, 5.1100, 2.8994], [-0.4469, 9.1544, 7.1827], [0.1797, 9.6653, 5.8989], [0.1776, -2.2348, -5.3380], [-0.7310, -0.9321, -5.0900], [-1.8300, -1.1672, -4.0833], [-2.6148, -2.3243, -4.5149], [-3.6213, -1.8680, -5.4085], [0.1315, 0.1446, -4.6238], [0.8970, -2.1044, -6.1464], [-0.4218, -3.1105, -5.5872], [0.7788, -2.3617, -4.4377], [-1.1390, -0.6815, -6.0692], [-2.4284, -0.2781, -3.8844], [-1.3804, -1.4136, -3.1214], [-4.2212, -1.1313, -4.8741], [-4.1578, -2.7540, -5.7482], [-3.1447, -1.3681, -6.2517], [-0.4974, 0.9027, -4.4006], [0.4885, -0.1188, -3.7165], [-6.6221, -1.8022, -1.5398], [-7.3618, -0.4937, -1.7198], [-7.3502, 0.5076, -0.5299], [-7.8753, 1.8228, -0.8265], [-8.1826, 2.5343, 0.3511], [-6.7682, 0.1031, -2.8851], [-7.2433, -2.4085, -0.8805], [-5.6886, -1.6966, -0.9870], [-6.5169, -2.3847, -2.4551], [-8.3675, -0.7606, -2.0444], [-6.2987, 0.6694, -0.2925], [-7.8484, 0.0984, 0.3490], [-7.4441, 2.6323, 1.1468], [-9.0205, 2.0594, 0.8616], [-8.4804, 3.5557, 0.1141], [-5.8629, 0.4457, -2.5968], [-7.3676, 0.9010, -2.7297], [0.8005, -1.2094, 4.4247], [1.5429, -0.0175, 3.9077], [0.6376, 1.2218, 3.8947], [0.1326, 1.3920, 5.2062], [-0.5543, 2.6398, 5.4694], [2.7195, 0.2770, 4.7825], [1.3426, -2.0981, 4.1016], [-0.1130, -1.2586, 3.8321], [0.6143, -1.1611, 5.4976], [1.9361, -0.1839, 2.9048], [-0.1915, 0.9462, 3.2429], [1.1887, 2.0991, 3.5560], [-0.9861, 2.7016, 6.4683], [-1.4205, 2.7364, 4.8147], [0.1148, 3.4959, 5.3834], [2.2909, 1.0778, 5.2243], [2.7562, -0.4367, 5.4962], [-2.9177, 2.6185, -3.5378], [-3.8119, 2.4774, -2.2641], [-5.2955, 3.0958, -2.3273], [-5.3037, 4.4858, -2.6232], [-4.7118, 5.3189, -1.5811], [-3.8825, 1.0785, -1.8694], [-3.3900, 2.1815, -4.4176], [-1.9304, 2.1653, -3.4497], [-2.8044, 3.6608, -3.8361], [-3.2217, 2.9432, -1.4749], [-5.8611, 3.0684, -1.3960], [-5.9545, 2.5931, -3.0352], [-4.5690, 6.3155, -1.9987], [-3.7110, 5.0158, -1.2731], [-5.3058, 5.2726, -0.6684], [-2.9524, 0.7567, -1.6423], [-4.3650, 1.1097, -0.9827], [4.1424, 4.6468, -5.6824], [3.4904, 3.2269, -5.4954], [2.1695, 3.3464, -4.6507], [2.2961, 3.9402, -3.3543], [1.0298, 4.3155, -2.8583], [3.2709, 2.5693, -6.7860], [3.4341, 5.4083, -6.0088], [4.9715, 4.6584, -6.3899], [4.5275, 5.0124, -4.7304], [4.1020, 2.5354, -4.9159], [1.6591, 2.3909, -4.5298], [1.4920, 3.9693, -5.2347], [0.4920, 3.4042, -2.5968], [0.3499, 4.7309, -3.6020], [1.0435, 4.8304, -1.8977], [4.1348, 2.6106, -7.3076], [2.9571, 1.6258, -6.6084], [4.3014, -2.5606, 1.4546], [5.3994, -2.5926, 2.4947], [6.6732, -1.9268, 1.9674], [6.5134, -0.5340, 1.7180], [7.7254, -0.0066, 1.1861], [5.0165, -1.7473, 3.5761], [3.8220, -1.5929, 1.3067], [3.4302, -3.1455, 1.7497], [4.7048, -2.9834, 0.5345], [5.6307, -3.6243, 2.7596], [7.0701, -2.3551, 1.0470], [7.4620, -2.1070, 2.6977], [8.0031, -0.5537, 0.2851], [8.5520, 0.0121, 1.8964], [7.7240, 1.0312, 0.8529], [5.7805, -1.7710, 4.2363], [4.3345, -2.2284, 4.1449], [-4.3183, 3.3195, 3.1815], [-3.9835, 2.3056, 2.1045], [-2.5781, 2.2973, 1.5271], [-2.3147, 3.5357, 1.0174], [-1.0160, 3.6863, 0.4713], [-4.3954, 0.9806, 2.5880], [-5.3275, 3.3621, 3.5911], [-4.1819, 4.3432, 2.8329], [-3.5987, 3.1709, 3.9866], [-4.5872, 2.5889, 1.2424], [-2.4622, 1.5985, 0.6987], [-1.8230, 1.8886, 2.1986], [-0.9769, 3.0172, -0.3882], [-0.2607, 3.3282, 1.1708], [-0.8484, 4.7224, 0.1772], [-4.0831, 0.2804, 1.9306], [-3.8857, 0.7029, 3.4145], [0.3156, -6.8016, 4.6505], [-0.6069, -5.9195, 3.8859], [-0.8102, -6.4243, 2.4418], [0.4296, -6.4038, 1.6406], [1.0363, -5.1159, 1.4721], [-1.8843, -5.8854, 4.5796], [1.2365, -6.9540, 4.0876], [-0.0476, -7.7996, 4.8958], [0.5713, -6.3176, 5.5931], [-0.2172, -4.9099, 3.7562], [-1.6267, -5.8604, 1.9908], [-1.2550, -7.4191, 2.4667], [1.3432, -4.6411, 2.4040], [0.4868, -4.2698, 1.0596], [1.8950, -5.1744, 0.8034], [-2.4533, -5.1716, 4.1475], [-1.7423, -5.5958, 5.5367], [0.6045, -4.6719, -2.2938], [0.4241, -6.1638, -2.5344], [0.8817, -6.6580, -3.8836], [-0.1488, -6.3143, -4.8916], [0.1752, -6.6557, -6.2026], [1.0215, -7.0088, -1.5021], [1.6543, -4.3964, -2.1930], [0.0641, -4.3218, -1.4144], [0.2044, -4.0427, -3.0888], [-0.6423, -6.3291, -2.3808], [0.8885, -7.7458, -3.8150], [1.9003, -6.3474, -4.1159], [1.0296, -6.0697, -6.5413], [-0.7008, -6.4414, -6.8148], [0.3774, -7.7186, -6.3345], [2.0286, -6.9486, -1.4543], [0.6693, -6.7653, -0.5874], [4.0746, 2.2534, -0.9709], [4.6386, 1.8047, 0.3977], [5.6400, 2.8699, 0.8886], [6.3257, 2.5323, 2.1017], [7.5073, 3.3515, 2.2597], [3.5631, 1.6175, 1.3691], [4.8328, 2.1375, -1.7453], [3.7817, 3.2990, -0.8764], [3.2753, 1.5771, -1.2739], [5.2276, 0.8965, 0.2695], [5.1201, 3.8262, 0.9462], [6.3371, 2.9660, 0.0562], [8.0820, 2.9849, 3.1103], [7.2202, 4.3814, 2.4718], [8.2211, 3.2109, 1.4481], [2.7766, 1.1187, 0.9782], [3.1943, 2.5538, 1.4550], [5.0233, -0.5960, -6.2599], [3.5857, -0.8760, -5.7325], [3.4960, -0.5645, -4.2022], [4.5027, -1.2359, -3.5255], [4.4751, -1.2810, -2.0915], [2.6601, -0.0980, -6.4889], [5.3769, 0.4283, -6.3779], [5.0766, -1.0041, -7.2693], [5.8751, -0.9876, -5.7038], [3.3577, -1.9203, -5.9460], [2.4818, -0.8165, -3.8926], [3.6213, 0.5086, -4.0574], [3.7877, -2.0735, -1.7955], [4.2278, -0.2646, -1.7850], [5.4385, -1.3984, -1.5952], [1.7696, -0.0502, -6.0148], [2.4625, -0.5897, -7.3488], [-2.6553, -3.1912, 0.2702], [-3.4363, -2.2305, 1.1724], [-3.0710, -2.4271, 2.6627], [-3.1774, -3.8393, 3.0462], [-4.4549, -4.3659, 3.0653], [-3.2275, -0.8707, 0.7346], [-1.5773, -3.1489, 0.4258], [-2.7145, -3.0097, -0.8030], [-3.0245, -4.1822, 0.5339], [-4.5054, -2.4062, 1.0534], [-3.8867, -1.9135, 3.1717], [-2.0448, -2.0912, 2.8115], [-5.0578, -3.9561, 3.8757], [-4.4515, -5.4300, 3.3012], [-4.9800, -4.1886, 2.1267], [-2.2829, -0.7631, 0.3938], [-3.8810, -0.7829, -0.0304]],
  "forces_ev_per_angstrom": [[-0.98, 0.09, -0.29], [-0.66, -2.00, -0.84], [-0.82, -1.22, -0.24], [2.46, -0.03, 0.78], [1.03, 2.41, 0.67], [-1.10, 0.36, 0.30], [0.48, 0.62, -2.26], [-0.74, 0.01, 2.57], [-0.01, -0.31, 0.35], [-0.91, -0.27, -0.65], [-0.19, 0.31, 1.06], [1.33, 0.14, -1.03], [-0.25, 0.47, 0.26], [-0.46, 0.09, 0.01], [0.44, -0.35, 0.44], [0.26, 0.05, -0.30], [-0.04, 0.06, -0.21], [-0.11, -0.12, 0.75], [0.37, -0.22, 0.48], [-0.51, 0.44, 0.18], [-0.17, -0.64, -0.27], [-0.01, -0.54, -0.30], [-0.26, 0.78, -0.35], [0.15, 0.25, -0.72], [0.12, -0.20, 0.47], [-1.63, 0.53, 0.72], [0.19, -0.17, 0.75], [-0.29, -0.73, -0.84], [-0.29, 0.44, -0.20], [0.73, 0.24, 0.06], [0.83, -0.05, -1.55], [-0.14, -0.73, -0.30], [-0.05, 0.38, 0.47], [0.12, 0.23, -0.94], [-0.45, 0.52, 0.00], [0.17, 0.29, -0.10], [0.00, 0.11, 0.78], [0.07, 0.14, 0.64], [-0.04, -0.83, 0.37], [-0.17, 0.55, 0.30], [0.91, -0.18, -0.07], [-0.33, 0.29, 0.60], [0.14, -1.46, 0.50], [-0.15, -1.38, -1.09], [-0.13, 0.77, 0.60], [0.79, -0.13, 0.86], [0.03, -0.79, -0.20], [-1.06, 1.18, -0.57], [0.09, 0.04, -0.05], [0.21, -0.15, -0.21], [-0.21, 0.50, -0.25], [0.24, -0.24, 0.02], [0.49, 0.43, -0.13], [-0.43, -0.36, 0.26], [0.17, 0.35, 0.04], [-0.13, -0.04, 0.07], [-0.44, -0.09, -0.41], [-0.15, 0.29, 0.87], [0.61, 0.90, -0.34], [-0.84, 1.36, 0.41], [1.35, -1.45, -0.83], [0.02, -1.98, -0.27], [0.40, 1.67, 0.80], [0.41, -0.18, 0.17], [-0.28, 0.10, -0.44], [-0.19, 0.33, -0.12], [-0.01, 0.02, 0.37], [-0.11, -0.44, 0.16], [-0.14, 0.27, 0.03], [-0.40, 0.04, -0.38], [0.09, -0.32, 0.11], [-0.57, -0.15, -0.18], [-0.21, 0.25, 0.07], [-0.17, -0.02, -0.30], [0.07, 0.62, -0.12], [0.04, -0.12, -0.24], [-0.96, -0.65, 2.07], [0.29, -1.15, -0.24], [0.23, -0.28, -0.01], [0.28, -0.89, 0.01], [-0.96, 0.22, 0.44], [-0.95, 1.50, 0.01], [0.05, -0.44, 0.22], [0.37, 0.11, -0.38], [0.18, 0.52, -0.07], [-0.37, 0.17, 0.44], [0.31, -0.18, 0.38], [-0.12, -0.06, 0.11], [0.92, -0.38, -0.38], [-0.33, -0.08, -0.03], [-0.01, -0.13, -0.42], [0.67, -0.10, -0.20], [0.25, 1.53, -1.95], [-0.22, -0.51, -1.20], [0.44, 0.53, 0.05], [-0.52, -0.83, -0.04], [0.04, 0.77, 1.07], [-0.05, -0.42, -0.49], [0.01, 0.58, -0.36], [0.13, -0.31, 0.54], [-0.36, -0.13, 0.44], [-0.11, -0.10, -0.17], [-0.40, -0.08, -0.19], [0.06, 0.49, -0.39], [-0.08, 0.27, -0.25], [0.42, -0.73, 0.19], [0.17, 0.16, -0.39], [0.10, 0.11, -0.36], [0.65, 0.21, 1.16], [0.05, -0.08, 0.25], [-1.43, 0.37, -0.25], [0.25, 0.52, -0.53], [1.26, 0.65, 0.30], [1.12, 0.87, 0.18], [-0.04, -0.91, -0.88], [-0.68, -0.35, -0.07], [-0.18, -0.38, 0.05], [-0.03, 0.00, 0.46], [0.15, 0.17, 0.35], [-0.34, 0.84, 0.15], [0.48, -0.93, 0.63], [0.46, 0.10, -0.38], [-0.60, 0.00, 0.11], [0.16, -0.45, -0.22], [-0.36, 0.32, -0.03], [0.09, -0.09, -0.16], [-0.19, -0.35, 0.37], [-0.23, -0.80, 0.67], [-0.13, 0.80, 0.54], [-0.15, 0.27, -1.01], [0.62, 0.72, -0.16], [-0.63, -1.73, 0.14], [-0.77, 1.99, 0.63], [-0.29, -0.29, -0.18], [-0.01, -0.30, -0.06], [0.07, -0.09, 0.11], [0.79, 0.41, 0.53], [0.18, -0.42, -0.13], [-0.16, 0.16, -0.24], [-0.21, -0.59, 0.13], [0.38, 0.84, -0.10], [0.59, 0.62, -0.37], [-0.04, -0.30, -0.06], [0.32, -0.45, -0.52], [-0.57, -0.60, -0.14], [0.33, 0.92, -2.27], [0.61, -0.93, -0.44], [0.11, 0.71, 0.48], [0.86, 0.30, -0.77], [-0.33, -0.04, 2.37], [0.65, 0.37, -0.28], [0.15, -0.49, 0.13], [-0.36, 0.18, -0.20], [0.13, -0.02, 0.16], [-0.37, -0.42, -0.12], [0.27, 0.31, 0.35], [0.15, -0.34, 0.14], [0.00, -0.67, 0.30], [-1.14, -0.03, 0.16], [0.70, 0.11, 0.40], [-0.86, 0.03, -0.10], [1.13, 1.04, 0.09], [-1.12, -0.75, 0.06], [-0.04, -1.10, -0.08], [0.80, 2.69, 0.15], [-0.83, -0.86, -0.13], [-0.25, 0.24, -0.18], [-0.04, -0.91, -0.23], [0.38, 0.06, -0.22], [-0.10, 0.09, 0.45], [-0.45, -0.31, -0.21], [-0.70, -0.51, -0.18], [0.31, 0.49, 0.86], [0.39, 0.13, -0.39], [0.23, 0.16, 0.23], [-0.12, -0.06, 0.08], [-0.02, -0.14, -0.48], [0.12, 0.45, 0.54], [1.37, -0.09, 0.34], [-0.68, -0.43, -0.88], [0.13, 0.33, 0.13], [-1.03, 0.88, 0.36], [0.09, 0.40, 0.37], [-0.28, -0.14, -0.33], [0.18, 0.07, 0.04], [-0.51, 0.14, -0.23], [0.14, -0.03, 0.17], [0.44, 0.24, 0.34], [0.30, 0.66, -0.39], [0.81, -0.44, -0.11], [0.47, -0.54, 0.51], [-1.20, -0.50, -0.52], [0.07, -0.60, 0.15], [-0.05, 0.11, 0.09], [0.05, -0.08, 0.18], [0.04, 0.56, -0.27], [-0.27, 0.48, 0.92], [-1.84, -0.68, -0.79], [1.42, 0.10, 1.71], [0.01, -0.04, -0.37], [0.14, -0.22, 0.00], [0.22, -0.04, 0.11], [0.12, -0.26, 0.28], [-0.08, -0.25, -0.33], [-0.19, -0.28, -0.67], [0.13, -0.17, -0.10], [-0.03, 0.50, -0.43], [0.13, 0.00, -0.28], [0.06, 0.21, -0.03], [0.22, -0.22, 0.16], [0.20, 0.15, -0.14], [-0.11, -0.05, 0.17], [0.89, -0.50, 0.51], [0.41, 0.06, -0.69], [-0.67, -0.29, -1.15], [0.58, 0.66, -0.51], [-0.04, -0.67, 0.76], [0.41, 0.09, 0.37], [0.12, 0.35, -0.06], [-0.33, -0.12, -0.48], [-0.28, 0.44, 0.16], [-0.25, -0.34, 0.01], [0.05, 0.22, 0.51], [0.44, 0.05, 0.13], [-0.37, -0.10, 0.35], [0.15, 0.07, -0.43], [-0.43, 0.41, -0.50], [0.16, -0.53, -0.35], [-0.20, -0.10, 0.73], [0.42, -0.28, -0.46], [2.19, 0.10, 1.02], [-0.77, 0.22, -1.20], [1.78, -1.39, 0.68], [-0.71, 1.10, -1.25], [-0.93, 0.13, -0.27], [-1.00, 0.56, 0.16], [0.13, -0.14, -0.10], [-0.49, -0.78, 0.31], [0.36, -0.46, 0.69], [0.07, -0.25, 0.37], [-0.12, 0.42, -0.05], [-0.18, 0.35, 0.46], [-0.87, -0.18, 0.51], [0.50, -0.64, -0.80], [-0.45, 0.17, 0.36], [0.08, 0.15, -0.33], [-0.17, -0.61, 0.50], [0.91, -0.89, -0.61], [-1.57, -1.41, -1.12], [1.71, 1.32, -0.31], [-1.40, 0.00, 0.15], [-0.30, 0.20, 0.32], [0.08, 0.03, 0.57], [-0.73, 0.09, -0.02], [0.34, -0.33, -0.47], [-0.06, -0.23, 0.08], [0.57, 0.54, 0.73], [-0.18, -0.05, 0.48], [-0.15, 0.51, 0.12], [0.50, -0.09, -0.38], [-0.12, -0.23, -0.09], [-0.05, 0.10, -0.16], [0.32, 0.49, -0.47]],
  "lowdin_charge": [1.5350, 1.0330, -0.2544, -0.2747, -0.2734, -0.2686, -0.2701, -0.2709, -0.0582, -0.4142, -0.1486, -0.1736, -0.1188, 0.0625, 0.0676, 0.0823, 0.0505, 0.1059, 0.1070, 0.1261, 0.0821, 0.0863, 0.0493, 0.0327, 0.0357, -0.0414, -0.4013, -0.1225, -0.2484, -0.0576, -0.0342, 0.0878, 0.0722, 0.0960, 0.1002, 0.1345, 0.1259, 0.0825, 0.0711, 0.0996, 0.0877, 0.0775, -0.0734, -0.4660, -0.2015, -0.2037, -0.1039, 0.0471, 0.0838, 0.0624, 0.0853, 0.1302, 0.1202, 0.1304, 0.0959, 0.0944, 0.0693, 0.0740, 0.0706, -0.0084, -0.3778, -0.1676, -0.2458, -0.0783, 0.0477, 0.0538, 0.0732, 0.0582, 0.1287, 0.0981, 0.1081, 0.0859, 0.0953, 0.0801, 0.0543, 0.0136, -0.0578, -0.4412, -0.1524, -0.2026, -0.1224, 0.0526, 0.0776, 0.0542, 0.0789, 0.1407, 0.0988, 0.1262, 0.0776, 0.0861, 0.0914, 0.0195, 0.0490, -0.0346, -0.4129, -0.1978, -0.1869, -0.0412, -0.0101, 0.0793, 0.0719, 0.0999, 0.1048, 0.1033, 0.1151, 0.0952, 0.0742, 0.0704, 0.0433, 0.0760, -0.0321, -0.3605, -0.1504, -0.1892, -0.0710, 0.0482, 0.0796, 0.0426, 0.0747, 0.0945, 0.1003, 0.1167, 0.0883, 0.0610, 0.0835, 0.0265, 0.0392, -0.0503, -0.4051, -0.1816, -0.1956, -0.1179, 0.0341, 0.0744, 0.0650, 0.0606, 0.1008, 0.0990, 0.1162, 0.0626, 0.0902, 0.0759, 0.0626, -0.0105, -0.0269, -0.4051, -0.1796, -0.3002, -0.0730, -0.0548, 0.0625, 0.0770, 0.0941, 0.1596, 0.1370, 0.1325, 0.1099, 0.1075, 0.0760, 0.0890, 0.1009, -0.0526, -0.4157, -0.2426, -0.1842, -0.1002, 0.0501, 0.0811, 0.0658, 0.0597, 0.1217, 0.0868, 0.1076, 0.0649, 0.0655, 0.0939, -0.0036, 0.0578, -0.0680, -0.4676, -0.1357, -0.1789, -0.1270, 0.0598, 0.0764, 0.0899, 0.0746, 0.1132, 0.0974, 0.1307, 0.0566, 0.0704, 0.0780, 0.0228, 0.0751, -0.0510, -0.4267, -0.1350, -0.2371, -0.1247, 0.0572, 0.0764, 0.0498, 0.0562, 0.1095, 0.1212, 0.1284, 0.0862, 0.0927, 0.0868, 0.0710, 0.0370, -0.0247, -0.4046, -0.1812, -0.3796, -0.0546, -0.0084, 0.0962, 0.0776, 0.0582, 0.1144, 0.1260, 0.1383, 0.0946, 0.1045, 0.0997, 0.0380, 0.0335, -0.0505, -0.3877, -0.1956, -0.1762, -0.0708, 0.0219, 0.0631, 0.0721, 0.0666, 0.1277, 0.0871, 0.1141, 0.0857, 0.0513, 0.0755, 0.0403, 0.1022, -0.0308, -0.4140, -0.1008, -0.2481, -0.1225, 0.0530, 0.0541, 0.0775, 0.0651, 0.1249, 0.1180, 0.1136, 0.0940, 0.0961, 0.0885, 0.0371, 0.0587]
}